(1)
{
  "formula": "C24H26N2O6",
  "method": "ωB97M-V/def2-TZVPD",
  "elements": ["H", "N", "C", "C", "H", "C", "H", "C", "C", "H", "H", "H", "H", "H", "H", "C", "C", "H", "O", "H", "C", "H", "C", "N", "C", "H", "C", "O", "C", "O", "H", "C", "H", "H", "H", "C", "H", "O", "C", "C", "O", "C", "H", "C", "H", "C", "C", "C", "H", "H", "C", "O", "H", "H", "H", "C", "H", "C"],
  "coordinates": [[-2.99705, -1.60138, 2.94631], [1.27595, -0.67964, 1.77832], [0.42465, -0.07446, 3.93532], [3.70047, 1.83648, 2.63468], [3.77835, 0.79006, 2.94261], [-1.46403, 0.68187, 6.95287], [2.16266, -0.29134, 2.08883], [1.20074, -1.08592, 0.46994], [-0.65512, -0.02341, 4.82555], [-1.03816, 1.21618, 7.80038], [-2.03976, -2.14583, 0.64564], [-0.20214, -2.89747, -3.82950], [1.59016, 2.03453, 2.17649], [-0.75550, 2.53862, -3.44734], [6.20081, 2.07098, 1.46712], [-0.18781, 0.45388, -3.52859], [-2.04559, -1.17460, 3.22214], [-2.31979, 1.24120, 6.56333], [-1.47974, -2.51952, -1.62988], [-1.51884, -1.90116, -5.58451], [1.81223, 1.81991, 4.30598], [4.42313, 2.39816, 3.23216], [-2.04005, 0.17085, -5.51196], [0.62934, -1.93402, -2.20029], [-1.83772, 1.41361, -4.91207], [5.73266, 1.56931, -0.15899], [5.48823, 1.47943, 0.89583], [2.18106, -0.93355, -0.25426], [-1.10357, -1.71907, 0.97903], [-0.42322, 0.60014, 6.00714], [5.59580, 0.43585, 1.18523], [0.24872, -0.66271, 2.67630], [-4.50443, 1.67672, -6.18060], [1.34409, -2.06698, -4.13301], [-2.71102, -0.57099, 5.14279], [-1.33674, -0.94302, -5.12773], [0.87014, 2.29341, 4.59509], [-3.01141, 0.28365, -6.47276], [-0.38251, -2.08547, -1.32432], [-3.43289, 1.62925, -6.43952], [1.66808, 0.40260, 4.28017], [-0.91112, 1.58036, -3.91341], [2.28674, 3.43956, 2.98031], [2.29359, 2.34858, 2.95244], [1.48951, -1.51702, -1.85709], [0.38061, -1.99562, -3.62156], [4.06415, 1.95397, 1.15624], [-0.39232, -0.78855, -4.10856], [-1.79119, -0.30989, 7.27749], [0.54357, 0.56030, -2.74182], [-0.08447, -1.65299, 0.08080], [-2.68455, 2.33554, -5.47483], [-3.28203, 2.08500, -7.43151], [3.37494, 1.35567, 0.55582], [2.56132, 2.02643, 5.07562], [-0.99401, -1.21105, 2.30050], [3.96483, 2.99589, 0.84243], [-1.88217, -0.59057, 4.45458]],
  "atomic_forces_ev_per_a": [[-0.13, -0.04, -0.02], [0.43, 0.16, 0.24], [-0.05, 0.13, 0.13], [-0.29, 0.18, -0.33], [0.10, -0.05, 0.05], [-0.20, 0.02, 0.21], [-0.14, -0.10, -0.18], [-0.02, 0.10, 0.10], [0.33, 0.01, -0.23], [-0.10, -0.05, -0.03], [-0.07, -0.01, -0.09], [0.14, 0.08, -0.08], [-0.06, 0.06, -0.03], [0.03, 0.14, 0.06], [0.12, 0.03, 0.05], [0.05, -0.14, -0.02], [0.24, 0.03, -0.12], [0.03, -0.03, 0.01], [-0.20, -0.02, -0.07], [-0.05, -0.18, -0.06], [0.05, 0.65, -0.23], [0.06, -0.07, 0.07], [0.20, 0.45, 0.28], [0.35, 0.02, -0.19], [0.03, -0.54, -0.13], [0.12, -0.04, -0.10], [-0.24, 0.08, -0.06], [0.21, 0.00, -0.06], [0.34, -0.01, -0.40], [0.31, -0.16, -0.44], [0.08, -0.10, 0.01], [-0.53, 0.02, 0.37], [0.29, -0.07, 0.01], [-0.08, -0.07, 0.05], [-0.08, 0.02, 0.07], [-0.11, 0.22, -0.09], [0.05, -0.10, 0.06], [0.24, -0.40, 0.14], [0.23, -0.05, 0.06], [-0.94, 0.52, -0.73], [-0.31, -0.54, -0.07], [-0.27, 0.13, -0.29], [-0.05, 0.05, -0.05], [0.14, -0.33, 0.41], [-0.14, -0.09, 0.11], [-0.20, -0.15, 0.02], [0.21, -0.04, 0.24], [-0.04, 0.10, 0.01], [0.01, 0.03, -0.02], [0.06, -0.02, 0.11], [-0.47, -0.09, 0.22], [0.35, 0.06, 0.33], [0.05, -0.12, 0.24], [-0.09, 0.05, -0.02], [-0.10, 0.00, -0.02], [0.32, 0.18, 0.36], [-0.09, 0.03, -0.05], [-0.11, 0.05, 0.22]],
  "e_lumo_ev": -0.09,
  "homo_lumo_gap_ev": 7.7,
  "smiles": "CCCCCOc1c(OC)ccc2cc(C(=O)NCc3ccc4c(c3)OCO4)c(=O)[nH]c12",
  "relative_energy_kcal_mol": 34.1,
  "e_tot_ha": -1491.128167
}


(2)
{
  "formula": "C14H27N2OPr",
  "method": "ωB97M-V/def2-TZVPD",
  "elements": ["H", "C", "C", "H", "C", "H", "C", "H", "C", "O", "H", "H", "H", "H", "C", "H", "H", "C", "H", "H", "H", "C", "H", "H", "C", "N", "C", "H", "H", "Pr", "H", "H", "H", "H", "H", "C", "C", "H", "C", "H", "C", "H", "H", "N", "H"],
  "coordinates": [[0.26345, -2.21586, -2.00431], [-3.05691, -1.26074, 0.91361], [0.15820, -2.77733, 0.14161], [0.48622, -3.61953, 0.74767], [-2.21890, -0.25358, 0.21154], [-1.68069, 2.33631, -3.17941], [-1.63382, 1.25857, 2.24792], [2.58114, 0.54506, 3.31827], [-0.96724, 1.57476, -2.81421], [2.05631, 0.50675, 0.91317], [-0.91636, -2.71324, 0.17597], [3.26008, 2.36151, -0.22605], [0.30666, 3.22077, -0.85748], [3.67917, 1.92873, 3.25572], [-0.43521, 3.02687, -0.06905], [0.02629, 2.05292, -2.79952], [-2.83877, -2.29086, 0.59756], [-2.04062, -0.15976, -1.20234], [-3.69910, -0.92482, -2.34491], [-2.37302, 2.05508, 2.44670], [-2.91700, -1.21171, 2.00101], [-1.33883, 1.05150, -1.47498], [-0.23683, -4.63517, -1.92368], [-4.12809, -1.08678, 0.71135], [-1.61096, 0.89482, 0.80706], [3.04663, 1.26561, 2.80465], [-2.61518, -1.09375, -2.20573], [1.27391, -4.30690, -2.77043], [0.76901, -1.59162, 1.27389], [0.46319, -0.61805, -0.20154], [-2.49535, -2.14931, -1.90864], [0.07959, 3.11093, 0.90106], [-1.16858, 3.85274, -0.11274], [-2.14087, -0.97419, -3.18912], [-1.90272, 0.40002, 2.87954], [2.83728, 1.36042, 1.47715], [0.79414, -2.86541, -1.24605], [4.07597, 2.95842, 1.22520], [0.78843, -4.28322, -1.80782], [-0.93400, 0.77463, -3.56992], [-1.08703, 1.70432, -0.23955], [1.85198, -2.49457, -1.21125], [-0.65739, 1.63101, 2.59448], [3.43643, 2.30399, 0.77068], [1.32038, -4.95436, -1.13011]],
  "atomic_forces_ev_per_a": [[0.20, -0.38, 0.48], [-0.44, -0.41, 0.30], [1.10, -3.24, 2.23], [-0.23, -0.02, -0.04], [0.55, 0.35, 0.19], [0.26, -0.31, 0.20], [0.09, -0.13, 0.52], [0.00, -0.14, 0.25], [0.28, 0.13, -0.70], [0.61, 0.78, 0.19], [-0.59, 0.29, 0.06], [0.21, 0.10, 0.40], [-0.23, 0.00, 0.16], [-0.48, -0.60, 0.05], [0.38, 0.62, 0.15], [-0.32, -0.07, -0.05], [-0.19, 0.19, 0.07], [-0.15, -0.14, 0.60], [0.40, -0.01, 0.11], [0.27, -0.25, -0.13], [-0.08, -0.08, -0.30], [0.41, 0.75, 0.87], [0.05, -0.04, 0.01], [0.37, -0.08, 0.08], [-0.77, -0.72, -0.24], [0.49, 1.02, -1.10], [-0.08, -0.47, -0.43], [0.15, 0.02, -0.32], [-0.32, -3.73, 0.94], [-1.06, 7.62, -3.10], [-0.16, 0.32, -0.05], [-0.19, -0.02, -0.27], [0.24, -0.34, 0.00], [-0.20, -0.02, 0.23], [0.05, 0.30, -0.18], [-0.42, -0.99, 0.82], [0.47, 0.10, -0.90], [-0.36, -0.28, -0.54], [-0.15, -0.11, 0.53], [-0.04, 0.31, 0.19], [0.23, -0.44, -1.16], [-0.36, -0.34, 0.02], [-0.25, 0.01, -0.10], [0.33, 0.45, 0.05], [-0.07, 0.02, -0.11]],
  "e_lumo_ev": [-9.02, -8.20],
  "charge": 2,
  "homo_lumo_gap_ev": [5.3, 6.3],
  "s2": 2.371,
  "e_tot_ha": -1250.778736,
  "multiplicity": 3
}


(3)
{
  "formula": "C3H5N3O",
  "method": "ωB97M-V/def2-TZVPD",
  "elements": ["N", "O", "N", "C", "C", "H", "H", "H", "C", "N", "H", "H"],
  "coordinates": [[-2.25903, 0.79237, -0.90326], [0.83896, 0.41801, 0.72932], [-1.40354, 0.62191, -2.02641], [1.27887, -0.84844, 1.10258], [-1.48606, 0.79909, 0.10382], [2.34185, -0.69852, 1.62000], [0.57507, -0.02663, -2.20587], [1.53706, -1.56583, 0.35397], [-0.19456, 0.41424, -1.59976], [-0.17208, 0.50775, -0.24619], [-1.59782, 0.89192, 1.21252], [0.54128, -1.30587, 1.85927]],
  "atomic_forces_ev_per_a": [[0.42, 0.86, -1.59], [-0.21, 1.56, -1.66], [-0.82, -0.55, 0.35], [1.24, -1.15, 3.20], [2.19, -0.80, 2.87], [-2.48, 0.06, -0.76], [0.39, 0.51, -0.08], [-0.43, -0.20, -1.11], [-0.08, -0.55, 0.02], [-0.65, -0.29, 1.17], [-0.74, 0.09, -1.31], [1.17, 0.47, -1.09]],
  "e_lumo_ev": 0.66,
  "homo_lumo_gap_ev": 10.8,
  "smiles": "COn1cnnc1",
  "relative_energy_kcal_mol": 99.7,
  "e_tot_ha": -356.698555
}


(4)
{
  "formula": "C5H10O",
  "method": "ωB97M-V/def2-TZVPD",
  "elements": ["C", "O", "C", "C", "C", "H", "H", "H", "H", "H", "C", "H", "H", "H", "H", "H"],
  "coordinates": [[-1.73746, 0.25871, -0.67206], [0.41425, 1.14573, 0.00828], [-0.65697, 1.02555, -0.82292], [2.48181, -0.05802, -0.02343], [-2.07383, -0.64346, 0.47879], [-2.46977, 0.31914, -1.47323], [3.10400, -0.75896, 0.54121], [-1.89661, -1.69838, 0.23937], [2.50226, -0.34824, -1.07707], [-3.13265, -0.55085, 0.73844], [1.05751, -0.02802, 0.50349], [0.50518, -0.92398, 0.20136], [-1.49364, -0.40087, 1.37155], [1.04860, 0.02308, 1.59843], [2.91794, 0.94024, 0.06179], [-0.57062, 1.69834, -1.67399]],
  "atomic_forces_ev_per_a": [[0.12, 0.10, -0.06], [-0.02, 0.03, 0.05], [-0.30, -0.08, -0.17], [0.05, 0.01, -0.03], [0.03, -0.05, 0.12], [0.12, 0.03, 0.06], [-0.11, 0.04, -0.05], [-0.03, 0.09, 0.02], [-0.01, 0.05, 0.08], [0.11, 0.01, -0.05], [0.07, -0.17, 0.10], [0.07, 0.14, 0.02], [-0.04, -0.01, -0.08], [0.00, 0.00, -0.13], [0.00, -0.11, 0.05], [-0.06, -0.09, 0.08]],
  "e_lumo_ev": 1.07,
  "homo_lumo_gap_ev": 9.8,
  "smiles": "C/C=C\\OCC",
  "relative_energy_kcal_mol": 28.5,
  "e_tot_ha": -271.707270
}